The following is a DFT calculation (ωB97M-V with the def2-TZVPD basis set) of C3H2O2Pm as an isolated structure.

Last column: Löwdin charge in e.
Atoms and positions in Å:
H 3.41752 0.22530 1.63078  -0.2974
Pm 3.14919 0.24256 -0.43750  1.1314
O -0.43459 -0.92304 -0.29649  -0.0871
O -0.43206 1.18875 -0.40832  -0.1577
C -1.73585 -0.47210 -0.01502  -0.2018
C -1.82054 0.87026 -0.13405  -0.0918
C 0.32745 0.12661 -0.46577  -0.3859
H -2.47110 -1.25833 0.12637  0.0903

- Spin multiplicity: 6
- Total charge: 0
- ⟨S²⟩: 8.757
- Frontier orbital gap (spin up / spin down): 0.21213 / 0.21139 hartree
- Electronic energy: -23785.2287 eV
- Largest force on an atom: 1.23 eV/Å
- Molecular weight: 215.0 g mol⁻¹